Entry 1:
2 unconnected molecules or ions with the total composition C10H14Cl4FNO3PS2, computed with ωB97M-V with the def2-TZVPD basis set.

The geometry in XYZ format:
```
36
C10H14Cl4FNO3PS2 | the OMol25 dataset | ωB97M-V with the def2-TZVPD basis set
C 2.1754 3.2066 -1.5548
C 0.6454 3.3548 -1.1418
C 0.0766 1.9115 -0.9927
C -0.6671 1.2488 -2.1058
P -0.9022 2.2778 -3.6606
O -1.7377 1.4511 -4.8321
Cl -2.2565 3.7870 -3.0388
C -1.1046 -0.1022 -1.8667
Cl -1.9764 -0.9838 -3.1164
N -0.8612 -0.8078 -0.6647
S -1.4204 -2.4654 -0.5541
C -0.1889 -0.2002 0.4049
C -0.0123 -1.0384 1.7039
C 1.2514 -2.0537 1.5689
C 0.3140 1.1767 0.2632
S 1.2155 1.8134 1.7075
O 0.2579 1.9810 2.7733
O 2.2300 0.8348 2.0437
F 1.9970 3.1931 1.4045
H 2.8938 3.4589 -0.7407
H 2.4235 3.8914 -2.4131
H 2.4266 2.1710 -1.9218
H 0.1497 3.9494 -1.9421
H 0.5025 3.9398 -0.1918
H -2.7036 1.4713 -4.6533
H -2.5758 -2.4948 0.1899
H 0.2384 -0.4009 2.5938
H -0.9773 -1.5828 2.0093
H 1.9403 -1.7711 0.7367
H 0.9134 -3.1144 1.5290
H 1.8587 -1.9660 2.5126
C -1.2694 -5.3299 2.8951
Cl -0.9186 -3.6249 3.2114
Cl -1.0300 -5.7002 1.1885
H -0.6060 -5.9530 3.4884
H -2.3022 -5.5289 3.1669
```

## Properties
HOMO energy ... -12.8 eV
Gap between HOMO and LUMO ... 7.821 eV
Molecular weight ... 452.1 g mol⁻¹
E_LUMO ... -0.1824 Eh
Net charge ... +1



Entry 2:
A molecular structure, C41H46MoN7OS2Te, computed with ωB97M-V with the def2-TZVPD basis set.

The geometry in XYZ format:
```
99
C41H46MoN7OS2Te | the OMol25 dataset | ωB97M-V with the def2-TZVPD basis set
Mo 0.1622 0.6177 -0.1753
N -3.7367 -1.5402 -0.2095
C -2.6777 -0.7506 0.0159
S -1.9020 0.0173 -1.3795
N -2.2182 -0.5510 1.1965
N -1.1056 0.2037 1.3297
C -0.9746 0.7987 2.5168
C -2.0343 0.7707 3.5308
C -2.5491 -0.4177 4.0489
C -3.6083 -0.3807 4.9374
C -4.1829 0.8282 5.2965
C -3.6757 2.0115 4.7848
C -2.5990 1.9896 3.9195
C 0.2141 1.5857 2.6323
C 0.5790 2.3281 3.7630
C 1.7416 3.0712 3.7395
C 2.5420 3.0205 2.5974
C 2.1382 2.2500 1.5272
N 0.9939 1.5518 1.5129
H -4.2462 -1.4442 -1.0732
H -4.2512 -1.8658 0.5947
H -2.1076 -1.3611 3.7689
H -3.9913 -1.2994 5.3511
H -5.0277 0.8484 5.9670
H -4.1207 2.9557 5.0541
H -2.2220 2.9068 3.4909
H -0.0716 2.3142 4.6230
H 2.0292 3.6702 4.5880
H 3.4678 3.5675 2.5414
H 2.7432 2.1940 0.6284
C 5.4351 0.9315 -0.7713
C 5.0532 -0.3820 -0.0888
N 3.6129 -0.5931 -0.0157
C 2.8269 -1.3902 -0.7389
S 1.2959 -1.8107 -0.0573
N 3.1125 -1.9361 -1.9197
C 4.2563 -1.8317 -2.8110
C 5.1104 -3.0940 -2.8030
H 6.5176 0.9782 -0.8621
H 5.1062 1.7938 -0.1943
H 5.0032 1.0046 -1.7687
H 5.4165 -0.3745 0.9411
H 5.5150 -1.2313 -0.5946
H 3.1702 -0.2442 0.8272
H 2.4626 -2.6627 -2.2108
H 4.8508 -0.9563 -2.5687
H 3.8529 -1.6992 -3.8215
H 5.4658 -3.3287 -1.8045
H 5.9722 -2.9452 -3.4458
H 4.5463 -3.9400 -3.1864
C 2.3594 -5.5512 -7.3107
C 2.0397 -4.5255 -6.2772
C 1.6751 -4.8906 -4.9888
C 1.2953 -3.9571 -4.0319
C 0.9297 -4.4839 -2.6694
C 1.2775 -2.5960 -4.3846
Te 0.1007 -1.3680 -3.0235
N 0.9667 0.2238 -2.1199
C 1.4517 1.4571 -2.2283
O 1.2084 2.1011 -1.1486
C 2.2958 2.1326 -3.2110
C 2.3128 3.5346 -3.1526
C 3.2285 4.2509 -3.8929
C 4.1338 3.5854 -4.7063
C 4.1050 2.2017 -4.7922
C 3.1951 1.4717 -4.0494
C -1.1159 -0.3011 -4.4182
C -0.9211 1.0451 -4.6904
C -1.8287 1.7140 -5.4944
C -2.9256 1.0424 -6.0102
C -3.1242 -0.2972 -5.7187
C -2.2345 -0.9831 -4.9000
C -2.4420 -2.4152 -4.5213
C 1.6576 -2.2100 -5.6726
C 1.6407 -0.7677 -6.0513
C 2.0514 -3.1707 -6.5917
H 2.2770 -6.5586 -6.9123
H 3.3640 -5.4100 -7.7049
H 1.6657 -5.4517 -8.1446
H 1.6580 -5.9384 -4.7255
H -0.0279 -5.0017 -2.7205
H 0.8453 -3.7178 -1.8940
H 1.6696 -5.2189 -2.3535
H 1.6112 4.0410 -2.5056
H 3.2359 5.3268 -3.8336
H 4.8621 4.1448 -5.2692
H 4.8029 1.6891 -5.4367
H 3.2143 0.3915 -4.0756
H -0.0714 1.5765 -4.2758
H -1.6815 2.7610 -5.7086
H -3.6293 1.5667 -6.6378
H -3.9933 -0.8054 -6.1117
H -3.4320 -2.7608 -4.8115
H -2.3364 -2.5261 -3.4344
H -1.6966 -3.0494 -5.0066
H 1.4248 -0.1584 -5.1711
H 0.8729 -0.5817 -6.8001
H 2.5965 -0.4689 -6.4784
H 2.3338 -2.8634 -7.5868
```

## Properties
HOMO energy (spin up / spin down) ... -12.4 / -12.0 eV
2S+1 ... 2
Gap between HOMO and LUMO (spin up / spin down) ... 6.384 / 6.427 eV
Molecular weight ... 940.5 g mol⁻¹
E_LUMO (spin up / spin down) ... -0.2197 / -0.2031 Eh
Net charge ... +2



Entry 3:
A molecular structure, C24H39Br3O13S, computed with ωB97M-V with the def2-TZVPD basis set.

The geometry in XYZ format:
```
80
C24H39Br3O13S | the OMol25 dataset | ωB97M-V with the def2-TZVPD basis set
O -0.3535 -4.4021 1.1207
C 0.8071 -4.4526 1.4278
O 1.7552 -4.9341 0.6054
C 3.0457 -4.8088 1.2228
C 2.7429 -4.8003 2.7199
C 1.4244 -4.0486 2.7468
H 3.3702 -3.8082 0.9159
H 3.8040 -5.5053 0.8781
H 3.5238 -4.2864 3.2802
H 2.6678 -5.8336 3.0594
H 1.4984 -2.9637 2.6442
H 0.7886 -4.2775 3.5961
O -0.5955 -3.3770 -3.0542
C -0.7155 -2.5729 -3.9341
O -1.5848 -2.7192 -4.9511
C -1.7131 -1.5685 -5.7640
C -1.0036 -0.3999 -4.9993
C -0.1639 -1.1664 -3.9661
H -2.7456 -1.2384 -5.8641
H -1.3171 -1.6973 -6.7693
H -1.7555 0.2185 -4.5185
H -0.2971 0.1757 -5.5900
H -0.3256 -0.6958 -2.9965
H 0.8793 -1.0955 -4.2667
O -1.5236 -0.6309 -0.1046
C -2.5305 -1.2718 -0.2590
O -3.6716 -0.9073 0.3348
C -4.7294 -1.7897 0.0007
C -4.0420 -3.0835 -0.4438
C -2.6967 -2.5996 -0.9823
H -5.3083 -1.3298 -0.8051
H -5.4022 -2.0020 0.8295
H -4.6693 -3.6358 -1.1422
H -3.8758 -3.7552 0.4011
H -2.7827 -2.4529 -2.0604
H -1.8062 -3.1932 -0.7940
O 0.2080 -0.3830 6.0837
C -0.3729 -0.4232 5.0431
O 0.0472 -1.2095 4.0310
C -0.7220 -1.0356 2.8388
C -2.0370 -0.4048 3.3131
C -1.6562 0.2322 4.6689
H -0.8818 -2.0467 2.4518
H -0.1531 -0.5169 2.0729
H -2.7610 -1.2048 3.4588
H -2.3519 0.2713 2.5191
H -2.4767 0.0903 5.3640
H -1.5129 1.2977 4.4768
O 1.1368 5.8151 -1.6351
C 2.2309 5.4284 -1.3714
O 2.8526 4.5072 -2.1248
C 4.2051 4.2223 -1.7242
C 4.1814 4.7351 -0.2773
C 3.1632 5.8398 -0.2469
H 4.8077 4.8881 -2.3473
H 4.5365 3.1902 -1.7328
H 5.1656 5.0319 0.0933
H 3.8653 3.9107 0.3706
H 3.6297 6.7922 -0.5147
H 2.7031 5.9421 0.7312
O -2.7412 2.6347 -0.0242
S -1.6154 3.1470 -0.7501
O -1.6062 4.4963 -1.2782
O -0.2535 3.0305 0.1457
C -0.3064 3.6903 1.4205
C 0.5890 2.8841 2.3535
C -1.1416 2.0717 -2.1380
H -1.3256 3.6218 1.8035
H 0.0096 4.7275 1.3358
H 0.3571 2.9860 3.4183
H 1.6469 3.1565 2.3174
H 0.5059 1.8184 2.1423
H -1.9477 2.1555 -2.8604
H -1.0284 1.0506 -1.7813
H -0.2068 2.4977 -2.4881
C 1.9884 -0.3885 -0.3353
Br 2.8970 -1.8930 -1.2932
Br 2.2579 1.3207 -1.2179
Br 2.4784 -0.4186 1.5528
H 0.9367 -0.6497 -0.3832
```

## Properties
HOMO energy ... -10.1 eV
Gap between HOMO and LUMO ... 9.815 eV
Molecular weight ... 807.3 g mol⁻¹
E_LUMO ... -0.0106 Eh
Relative energy (zero: lowest compared OMol25 entry of this formula, charge and spin) ... 22.04 kcal per mole



Entry 4:
A gas-phase ion, C5H10NO2 (charge -1), computed with ωB97M-V with the def2-TZVPD basis set.

The geometry in XYZ format:
```
18
C5H10NO2 | the OMol25 dataset | ωB97M-V with the def2-TZVPD basis set
C 0.9085 -1.5587 1.5535
C 0.6420 -0.1157 1.4733
O 1.0457 0.6317 2.3610
N -0.2495 0.3372 0.3843
C -0.2225 1.8566 0.4384
C 0.1045 -0.0849 -0.9749
C -1.3433 -0.3651 -2.1067
O -0.9057 -0.4764 -3.2854
H 0.0694 -2.1952 1.7413
H 1.6108 -1.9672 0.8300
H 1.5233 -1.7263 2.4319
H -0.5729 2.1146 1.4143
H -0.8182 2.2390 -0.3498
H 0.6645 2.5638 0.2607
H 0.7020 0.5487 -1.5858
H 0.4481 -1.1434 -1.1626
H -1.9207 0.5860 -1.9423
H -1.6860 -1.2445 -1.4811
```

## Properties
HOMO energy ... -2.3 eV
SMILES ... CC(=O)N(C)CC[O-]
Gap between HOMO and LUMO ... 5.920 eV
Molecular weight ... 116.1 g mol⁻¹
E_LUMO ... 0.1347 Eh
Relative energy (zero: lowest compared OMol25 entry of this formula, charge and spin) ... 91.35 kcal per mole
Net charge ... -1



What is the molecular weight in the third record?
807.3 g mol⁻¹



Which of these has the highest molecular weight?
C41H46MoN7OS2Te